No. 1
Formula: C19H18N4O4S
Source: the Open Molecules 2025 dataset
Level of theory: ωB97M-V/def2-TZVPD

The geometry in XYZ format:
```
46
C19H18N4O4S, DFT ωB97M-V/def2-TZVPD
C 5.782 0.833 -0.927
C 4.385 1.326 -0.584
H 4.174 1.165 0.481
H 4.297 2.397 -0.809
O 3.465 0.588 -1.375
C 2.140 0.777 -1.183
C 1.580 1.727 -0.330
C 0.210 1.787 -0.168
C -0.634 0.907 -0.843
C -0.080 0.007 -1.752
C 1.287 -0.058 -1.909
H 1.725 -0.759 -2.600
H -0.712 -0.640 -2.336
N -1.995 1.012 -0.564
C -2.995 0.137 -0.578
C -4.255 0.486 -0.133
C -5.292 -0.455 -0.128
N -6.173 -1.193 -0.075
C -4.540 1.831 0.388
O -3.682 2.708 0.477
N -5.812 2.052 0.779
H -6.520 1.342 0.700
H -6.054 2.960 1.137
S -2.787 -1.557 -1.147
C -2.308 -2.336 0.457
C -0.837 -2.200 0.655
C -0.313 -1.179 1.434
C 1.064 -1.022 1.521
C 1.935 -1.873 0.854
C 1.409 -2.898 0.091
C 0.038 -3.054 -0.013
H -0.369 -3.842 -0.629
H 2.069 -3.572 -0.433
H 2.999 -1.719 0.940
N 1.594 0.068 2.295
O 2.792 0.262 2.247
O 0.818 0.737 2.941
H -0.954 -0.494 1.970
H -2.891 -1.859 1.242
H -2.611 -3.376 0.350
H -2.302 1.913 -0.142
H -0.214 2.513 0.510
H 2.201 2.415 0.221
H 5.869 -0.226 -0.703
H 6.517 1.381 -0.345
H 5.981 0.982 -1.985
```

## Properties
Relative energy (zero: lowest compared OMol25 entry of this formula, charge and spin), kcal per mole: 60.4
HOMO level, hartree: -0.290
LUMO energy, eV: -0.7
Kohn-Sham gap, Eh: 0.2630
SMILES: CCOc1ccc(N/C(SCc2cccc([N+](=O)[O-])c2)=C(/C#N)C(N)=O)cc1

No. 2
Formula: C19H18NOSV
Source: the Open Molecules 2025 dataset
Level of theory: ωB97M-V/def2-TZVPD

The geometry in XYZ format:
```
41
C19H18NOSV, DFT ωB97M-V/def2-TZVPD
C 0.932 -1.607 3.295
C -0.353 -2.264 3.164
C -0.638 -2.402 1.767
H -0.954 -2.675 3.968
C 0.500 -1.940 1.035
C 1.444 -1.412 1.967
H 2.420 -1.018 1.713
H 1.440 -1.380 4.229
H -1.533 -2.832 1.328
H 0.730 -2.220 0.017
C -1.026 2.022 1.427
C -0.801 2.065 2.836
C 0.574 1.664 3.083
H -1.501 2.438 3.586
C 1.181 1.423 1.805
C 0.206 1.677 0.780
H 0.444 1.933 -0.249
H -1.960 2.274 0.921
H 1.077 1.645 4.050
H 2.228 1.194 1.615
V -0.394 -0.189 2.391
O -0.066 -0.195 -0.438
C -1.213 -0.460 -1.164
C -0.487 -1.014 -2.324
H -1.858 -1.235 -0.740
H -1.760 0.439 -1.437
H -0.189 -2.062 -2.248
H 0.938 -1.974 -4.304
C 0.688 -0.916 -4.445
C -0.023 -0.251 -3.397
C -0.261 1.160 -3.530
H -0.719 1.686 -2.686
C 0.083 1.812 -4.702
H -0.155 2.870 -4.809
C 0.708 1.118 -5.749
H 0.956 1.643 -6.672
C 1.050 -0.237 -5.596
H 1.577 -0.762 -6.394
S -2.046 -0.174 4.137
C -0.974 0.014 5.417
N -0.264 0.143 6.353
```

## Properties
Relative energy (zero: lowest compared OMol25 entry of this formula, charge and spin), kcal per mole: 46.0
Expectation value of S²: 2.364
HOMO level (alpha / beta), hartree: -0.275 / -0.274
LUMO energy (alpha / beta), eV: -1.7 / -1.6
Kohn-Sham gap (alpha / beta), Eh: 0.2127 / 0.2158
Multiplicity: 3

No. 3
Formula: C19H19BN10O2SYb
Source: the Open Molecules 2025 dataset
Level of theory: ωB97M-V/def2-TZVPD

The geometry in XYZ format:
```
53
C19H19BN10O2SYb, DFT ωB97M-V/def2-TZVPD
Yb -0.655 -0.938 -0.330
C -0.358 -5.305 1.097
C -1.019 -4.352 0.237
N -0.551 -3.128 0.461
N 0.415 -3.245 1.476
C 0.556 -4.530 1.819
B 1.050 -2.057 2.186
N -0.068 -1.090 2.658
C -0.446 -0.811 3.916
C -1.500 0.084 3.891
C -1.722 0.355 2.505
N -0.884 -0.389 1.776
N 1.984 -1.308 1.181
C 3.298 -0.998 1.350
C 3.855 -0.613 0.137
C 2.802 -0.798 -0.791
N 1.673 -1.155 -0.166
H -0.443 -6.377 1.086
H -1.816 -4.524 -0.484
H 1.309 -4.763 2.554
H 1.698 -2.398 3.123
H 0.100 -1.224 4.748
H -2.075 0.502 4.707
H -2.424 1.028 2.004
H 3.725 -1.110 2.347
H 4.852 -0.278 -0.089
H 2.850 -0.640 -1.860
N 3.903 4.390 0.010
C 2.681 3.955 -0.383
C 1.482 4.434 0.228
C 0.208 3.969 -0.151
C 0.113 2.976 -1.144
C 1.256 2.462 -1.739
C 2.516 2.928 -1.345
S -1.493 2.605 -1.850
O -2.463 3.339 -1.047
O -1.384 2.912 -3.259
N -1.663 0.971 -1.661
C -2.699 0.247 -2.114
N -3.714 0.791 -2.838
C -4.594 -0.025 -3.344
C -4.522 -1.433 -3.279
C -3.457 -1.923 -2.542
N -2.607 -1.089 -1.917
H 4.024 5.299 0.425
H 4.734 3.995 -0.430
H 1.525 5.215 0.963
H -0.713 4.354 0.301
H 1.158 1.699 -2.517
H 3.400 2.542 -1.852
H -5.391 0.543 -3.854
H -5.239 -2.098 -3.743
H -3.266 -2.998 -2.458
```

## Properties
Expectation value of S²: 0.751
HOMO level (alpha / beta), hartree: -0.387 / -0.387
Net charge: +1
LUMO energy (alpha / beta), eV: -2.9 / -4.3
Kohn-Sham gap (alpha / beta), Eh: 0.2798 / 0.2298
Multiplicity: 2

No. 4
Formula: C19H19Br33NO
Source: the Open Molecules 2025 dataset
Level of theory: ωB97M-V/def2-TZVPD

The geometry in XYZ format:
```
73
C19H19Br33NO, DFT ωB97M-V/def2-TZVPD
N 4.513 -1.007 -0.117
C 4.388 0.366 -0.634
C 2.973 0.403 -1.323
O 2.782 0.629 -2.511
C 1.770 0.158 -0.325
C 1.470 1.247 0.581
C 0.378 1.073 1.563
C -0.322 -0.200 1.554
C -0.012 -1.331 0.627
C 1.073 -1.127 -0.348
H 3.972 -1.069 0.760
H 4.313 1.112 0.225
H 5.209 0.661 -1.331
H 2.077 2.173 0.509
H 0.175 1.919 2.253
H -1.156 -0.332 2.302
H -0.539 -2.329 0.643
H 1.385 -1.910 -1.076
C -1.072 -5.266 -1.426
Br -0.436 -6.527 -0.101
Br -3.005 -5.236 -1.521
Br -0.338 -3.500 -1.139
H -0.713 -5.610 -2.390
C 0.216 -4.258 3.138
Br 0.836 -5.530 4.459
Br -1.716 -4.228 3.019
Br 0.939 -2.494 3.436
H 0.588 -4.595 2.174
C 0.091 -10.671 -0.361
Br 1.436 -10.126 0.916
Br 0.833 -10.901 -2.132
Br -0.862 -12.248 0.229
H -0.634 -9.866 -0.422
C -3.321 1.288 4.468
Br -3.233 1.774 6.340
Br -3.081 2.818 3.314
Br -2.083 -0.138 4.043
H -4.321 0.907 4.287
C 3.435 3.840 -4.433
Br 2.534 5.478 -4.953
Br 4.351 3.016 -5.925
Br 4.617 4.129 -2.933
H 2.669 3.143 -4.106
C 7.055 3.575 0.420
Br 7.703 5.349 -0.011
Br 5.153 3.573 0.764
Br 7.539 2.285 -0.934
H 7.544 3.272 1.338
C -3.174 -1.146 8.879
Br -4.972 -1.018 8.179
Br -3.147 -1.933 10.646
Br -1.996 -2.073 7.659
H -2.799 -0.132 8.976
C -2.846 1.136 -1.497
Br -3.768 2.775 -1.997
Br -1.942 0.324 -3.001
Br -1.622 1.405 -0.008
H -3.605 0.432 -1.170
C -2.946 3.197 -6.120
Br -4.253 4.616 -6.274
Br -2.719 2.239 -7.786
Br -1.258 3.842 -5.445
H -3.332 2.488 -5.393
C 2.340 3.748 -9.177
Br 2.977 5.532 -9.570
Br 0.434 3.719 -8.859
Br 2.860 2.482 -10.545
H 2.821 3.435 -8.255
C -6.913 4.313 5.648
Br -5.189 5.182 5.569
Br -7.815 4.349 3.938
Br -6.784 2.515 6.352
H -7.523 4.882 6.341
```

## Properties
HOMO level, hartree: -0.093
Net charge: -1
LUMO energy, eV: 0.9
Kohn-Sham gap, Eh: 0.1256

No. 5
Formula: C19H19Cl33FNO5S
Source: the Open Molecules 2025 dataset
Level of theory: ωB97M-V/def2-TZVPD

The geometry in XYZ format:
```
79
C19H19Cl33FNO5S, DFT ωB97M-V/def2-TZVPD
O 1.111 -0.943 1.365
C 1.513 -0.370 0.341
N 1.273 -0.750 -1.044
C 0.013 -1.509 -1.238
O -1.029 -0.667 -1.835
C -2.040 -0.353 -0.881
C -2.954 -1.392 -0.165
C -4.057 -1.025 0.865
C -4.231 0.502 1.183
C -3.364 1.596 0.458
C -2.265 1.174 -0.575
O 2.386 0.798 0.564
S 1.577 2.230 0.262
O 1.392 2.373 -1.218
O 2.363 3.423 0.768
F 0.111 2.301 1.100
H 2.087 -1.288 -1.383
H 0.238 -2.307 -2.047
H -0.359 -2.086 -0.329
H -2.762 -2.518 -0.457
H -4.662 -1.848 1.367
H -5.007 0.794 1.957
H -3.524 2.697 0.687
H -1.651 1.993 -1.095
C -3.642 -5.164 1.515
Cl -2.685 -6.586 1.067
Cl -3.819 -5.060 3.271
Cl -2.900 -3.684 0.880
H -4.633 -5.266 1.075
C -4.758 -0.450 5.236
Cl -4.769 -2.165 5.676
Cl -3.803 0.483 6.397
Cl -4.132 -0.231 3.591
H -5.783 -0.084 5.264
C 4.018 -3.663 0.232
Cl 3.171 -3.273 -1.274
Cl 2.882 -4.267 1.445
Cl 5.299 -4.845 -0.064
H 4.474 -2.751 0.613
C 3.628 0.517 -3.990
Cl 4.629 0.200 -2.565
Cl 4.546 1.408 -5.208
Cl 3.006 -0.996 -4.665
H 2.781 1.130 -3.684
C 4.826 0.803 3.152
Cl 4.631 -0.896 2.694
Cl 4.143 1.096 4.756
Cl 6.532 1.267 3.107
H 4.285 1.416 2.432
C 2.442 4.837 -4.196
Cl 3.447 4.511 -2.777
Cl 3.356 5.740 -5.412
Cl 1.823 3.326 -4.877
H 1.594 5.444 -3.885
C -7.889 -3.677 7.995
Cl -8.675 -2.786 6.683
Cl -6.881 -4.978 7.346
Cl -6.926 -2.584 8.999
H -8.662 -4.122 8.618
C -1.070 -0.672 -6.114
Cl -0.167 0.839 -5.926
Cl -1.020 -1.220 -7.796
Cl -0.432 -1.921 -5.035
H -2.108 -0.485 -5.846
C 7.081 5.056 -3.019
Cl 8.083 4.733 -1.597
Cl 8.000 5.954 -4.236
Cl 6.460 3.546 -3.700
H 6.234 5.666 -2.710
C 6.185 10.012 -4.413
Cl 7.189 9.687 -2.993
Cl 7.100 10.918 -5.627
Cl 5.569 8.502 -5.098
H 5.337 10.618 -4.102
C -6.823 -7.859 4.022
Cl -5.910 -7.226 2.646
Cl -6.148 -7.254 5.542
Cl -8.533 -7.428 3.885
H -6.742 -8.945 4.018
```

## Properties
HOMO level, hartree: -0.320
LUMO energy, eV: -1.3
Kohn-Sham gap, Eh: 0.2720

No. 6
Formula: C19H19ClFN3O2
Source: the Open Molecules 2025 dataset
Level of theory: ωB97M-V/def2-TZVPD

The geometry in XYZ format:
```
45
C19H19ClFN3O2, DFT ωB97M-V/def2-TZVPD
O 1.993 0.219 1.568
C 1.153 -0.277 0.845
N -0.159 0.007 0.908
H -0.793 -0.452 0.273
C -0.728 0.858 1.933
C -1.409 0.026 2.988
C -2.789 0.019 3.140
C -3.425 -0.767 4.084
C -2.662 -1.583 4.899
C -1.283 -1.603 4.765
C -0.665 -0.804 3.819
H 0.410 -0.809 3.716
H -0.688 -2.239 5.402
H -3.145 -2.202 5.638
H -4.500 -0.730 4.166
F -3.543 0.806 2.341
H -1.432 1.555 1.473
H 0.105 1.413 2.375
C 1.529 -1.315 -0.226
N 0.602 -1.355 -1.336
C 0.377 -0.384 -2.271
O -0.413 -0.558 -3.176
N 1.095 0.773 -2.062
C 1.080 1.942 -2.822
C 1.838 3.020 -2.363
C 1.876 4.206 -3.068
C 1.151 4.322 -4.243
C 0.393 3.261 -4.711
C 0.356 2.074 -4.004
H -0.233 1.247 -4.361
H -0.168 3.361 -5.626
Cl 1.197 5.806 -5.132
H 2.464 5.036 -2.708
H 2.401 2.926 -1.445
H 1.686 0.821 -1.246
C -0.098 -2.627 -1.425
C 0.065 -3.224 -0.032
H 0.001 -4.310 -0.040
H -0.696 -2.839 0.648
C 1.450 -2.729 0.379
H 1.596 -2.712 1.458
H 2.220 -3.360 -0.064
H -1.136 -2.460 -1.721
H 0.372 -3.262 -2.186
H 2.555 -1.097 -0.551
```

## Properties
HOMO level, hartree: -0.304
LUMO energy, eV: 0.6
Kohn-Sham gap, Eh: 0.3256
SMILES: O=C(NCc1ccccc1F)[C@H]1CCCN1C(=O)Nc1ccc(Cl)cc1